# 1
ORCA calculation (wB97M-V/def2-TZVPD) on C38H38Cl3IrN3O5Sb as an isolated structure.

Atoms and positions in Å:
1 Ir 0.232 1.007 1.533
2 Cl 7.019 2.248 3.980
3 C 5.562 1.733 3.198
4 C 4.339 2.003 3.788
5 C 3.190 1.590 3.141
6 Cl 1.654 1.911 3.924
7 C 3.211 0.919 1.913
8 O 2.103 0.515 1.279
9 C 4.468 0.656 1.365
10 Cl 4.573 -0.196 -0.134
11 C 5.635 1.058 1.993
12 H 4.276 2.520 4.734
13 H 6.590 0.841 1.537
14 O -6.098 0.566 -1.606
15 C -5.074 0.005 -2.017
16 O -4.868 -0.761 -2.982
17 C -3.777 0.401 -1.265
18 C -2.542 0.187 -1.859
19 C -1.385 0.449 -1.159
20 N -1.423 0.918 0.090
21 C -2.610 1.189 0.662
22 C -3.802 0.957 0.015
23 C -2.527 1.790 2.039
24 O -3.444 2.344 2.573
25 O -1.325 1.645 2.616
26 H -2.511 -0.216 -2.859
27 H -0.405 0.271 -1.589
28 H -4.749 1.193 0.481
29 C -1.533 -2.981 -3.245
30 C -2.016 -3.531 -1.929
31 C -3.399 -3.569 -1.723
32 C -3.947 -4.127 -0.580
33 C -3.119 -4.686 0.384
34 C -1.748 -4.635 0.203
35 C -1.176 -4.031 -0.923
36 Sb 0.961 -3.966 -0.697
37 C 0.848 -2.674 1.043
38 C -0.324 -1.952 1.261
39 C -0.625 -1.394 2.505
40 C 0.296 -1.516 3.547
41 C 1.503 -2.151 3.310
42 C 1.793 -2.744 2.073
43 C 3.119 -3.427 1.878
44 C 1.615 -2.531 -2.133
45 C 1.807 -1.203 -1.773
46 C 2.209 -0.263 -2.714
47 C 2.431 -0.660 -4.022
48 C 2.272 -1.994 -4.378
49 C 1.871 -2.945 -3.448
50 C 1.691 -4.380 -3.868
51 H -1.186 -3.786 -3.898
52 H -0.711 -2.277 -3.132
53 H -2.355 -2.486 -3.760
54 H -4.055 -3.108 -2.454
55 H -5.022 -4.125 -0.452
56 H -3.532 -5.148 1.271
57 H -1.109 -5.052 0.977
58 H -1.072 -1.894 0.478
59 H -1.608 -0.971 2.679
60 H 0.068 -1.119 4.528
61 H 2.233 -2.225 4.108
62 H 3.654 -3.530 2.821
63 H 3.745 -2.851 1.193
64 H 2.995 -4.420 1.444
65 H 1.673 -0.910 -0.735
66 H 2.360 0.770 -2.421
67 H 2.742 0.062 -4.767
68 H 2.457 -2.301 -5.400
69 H 1.793 -4.488 -4.947
70 H 0.702 -4.757 -3.594
71 H 2.431 -5.028 -3.392
72 C -1.504 5.685 1.828
73 C -1.153 5.257 0.406
74 C 0.002 6.093 -0.148
75 C -2.379 5.382 -0.491
76 N -0.849 3.810 0.418
77 N 0.278 3.415 1.190
78 H -1.912 6.696 1.819
79 H -0.627 5.706 2.482
80 H -2.250 5.013 2.255
81 H -0.270 7.149 -0.168
82 H 0.247 5.791 -1.169
83 H 0.902 6.011 0.467
84 H -2.694 6.423 -0.558
85 H -3.203 4.789 -0.094
86 H -2.161 5.033 -1.504
87 H -0.699 3.471 -0.526
88 H 0.082 3.657 2.157
89 H 1.144 3.882 0.920

Summary:
spin multiplicity: 5
calculated total energy: -101670.796 eV
E_HOMO (alpha / beta): -0.29052 / -0.29044 hartree
charge: 0
expectation value of S²: 6.014
gap between HOMO and LUMO (alpha / beta): 0.276 / 0.181 Eh

***

# 2
ORCA calculation (wB97M-V/def2-TZVPD) on C38H38N2P2SSiTa as an isolated structure.

Atoms and positions in Å:
1 Ta -0.462 0.078 -0.395
2 C -1.970 -2.094 1.817
3 P -1.199 -2.260 0.184
4 C -2.029 -3.381 -0.914
5 C -3.008 -2.897 -1.784
6 C -3.729 -3.790 -2.560
7 C -3.473 -5.152 -2.465
8 C -2.499 -5.633 -1.597
9 C -1.772 -4.753 -0.815
10 C 0.571 -2.593 0.285
11 C 1.311 -2.370 1.460
12 C 2.655 -2.695 1.494
13 C 3.276 -3.222 0.369
14 C 2.559 -3.430 -0.805
15 C 1.212 -3.121 -0.853
16 C -1.397 -0.858 2.433
17 C -1.272 -0.466 3.717
18 C -0.549 0.786 3.728
19 C -0.258 1.112 2.453
20 C 0.488 2.262 1.865
21 P 1.473 1.635 0.456
22 C 1.936 2.996 -0.616
23 C 0.962 3.622 -1.400
24 C 1.291 4.740 -2.145
25 C 2.591 5.232 -2.121
26 C 3.561 4.609 -1.349
27 C 3.241 3.492 -0.593
28 C 2.949 0.809 1.050
29 C 3.237 0.724 2.411
30 C 4.439 0.163 2.822
31 C 5.346 -0.306 1.882
32 C 5.051 -0.237 0.525
33 C 3.853 0.315 0.105
34 N -0.786 0.102 1.581
35 H -1.799 -2.982 2.430
36 H -3.046 -2.023 1.630
37 H -3.218 -1.835 -1.846
38 H -4.494 -3.428 -3.233
39 H -4.042 -5.847 -3.068
40 H -2.312 -6.696 -1.525
41 H -1.017 -5.130 -0.135
42 H 0.833 -1.980 2.351
43 H 3.218 -2.548 2.405
44 H 4.324 -3.492 0.412
45 H 3.044 -3.867 -1.668
46 H 0.633 -3.350 -1.740
47 H -1.637 -0.995 4.583
48 H -0.288 1.360 4.604
49 H 1.129 2.753 2.598
50 H -0.175 3.033 1.457
51 H -0.062 3.261 -1.414
52 H 0.534 5.237 -2.737
53 H 2.846 6.107 -2.703
54 H 4.570 4.999 -1.326
55 H 4.001 3.024 0.018
56 H 2.546 1.099 3.154
57 H 4.675 0.115 3.877
58 H 6.292 -0.719 2.207
59 H 5.766 -0.593 -0.205
60 H 3.642 0.399 -0.956
61 C -4.395 1.574 -4.217
62 Si -2.741 2.264 -4.718
63 C -2.312 3.869 -3.872
64 C -2.564 2.392 -6.559
65 C -1.388 0.983 -4.151
66 C -0.542 0.372 -5.086
67 C 0.449 -0.541 -4.727
68 C 0.605 -0.863 -3.404
69 N -0.194 -0.306 -2.469
70 C -1.154 0.583 -2.846
71 S -2.136 1.218 -1.447
72 H -5.177 2.234 -4.601
73 H -4.543 1.507 -3.139
74 H -4.564 0.589 -4.655
75 H -2.999 4.646 -4.215
76 H -1.302 4.189 -4.139
77 H -2.395 3.834 -2.784
78 H -3.302 3.108 -6.928
79 H -2.762 1.447 -7.070
80 H -1.585 2.762 -6.868
81 H -0.658 0.621 -6.134
82 H 1.092 -0.989 -5.472
83 H 1.360 -1.549 -3.047

Summary:
calculated total energy: -81822.667 eV
E_HOMO: -0.60883 hartree
relative energy (zero: lowest compared OMol25 entry of this formula, charge and spin): 0.0 kcal per mole
charge: +3
gap between HOMO and LUMO: 0.227 Eh

***

# 3
ORCA calculation (wB97M-V/def2-TZVPD) on C38H39As2N8O5V as an isolated structure.

Atoms and positions in Å:
1 V -0.044 0.316 0.067
2 O 3.922 -3.678 4.923
3 C 4.255 -2.376 4.957
4 O 4.999 -1.937 5.780
5 C 3.624 -1.505 3.905
6 C 3.321 -1.969 2.630
7 C 2.688 -1.137 1.722
8 C 2.379 0.167 2.093
9 C 2.719 0.654 3.354
10 C 3.349 -0.186 4.252
11 N 1.670 0.962 1.162
12 C 1.955 2.205 1.031
13 C 1.288 2.967 -0.012
14 C 1.656 4.273 -0.299
15 C 1.104 4.891 -1.414
16 C 0.238 4.162 -2.210
17 C -0.089 2.863 -1.845
18 N 0.389 2.270 -0.756
19 H 3.185 -3.839 4.318
20 H 3.572 -2.978 2.335
21 H 2.430 -1.495 0.733
22 H 2.440 1.651 3.660
23 H 3.614 0.157 5.241
24 H 2.746 2.687 1.604
25 H 2.374 4.782 0.328
26 H 1.365 5.908 -1.664
27 H -0.192 4.580 -3.106
28 H -0.764 2.284 -2.462
29 N -2.112 -2.659 0.529
30 C -1.228 -2.940 -0.437
31 N -1.331 -4.130 -1.013
32 C -0.486 -4.382 -2.011
33 N -0.547 -5.562 -2.613
34 N 0.441 -3.499 -2.454
35 C 0.462 -2.352 -1.818
36 N -0.323 -1.980 -0.803
37 C 1.466 -1.366 -2.266
38 C 2.307 -1.684 -3.325
39 C 3.296 -0.792 -3.693
40 C 3.413 0.381 -2.965
41 C 2.516 0.624 -1.939
42 N 1.531 -0.210 -1.588
43 H -2.668 -3.434 0.854
44 H -1.850 -1.936 1.187
45 H -1.223 -6.243 -2.311
46 H 0.087 -5.775 -3.364
47 H 2.175 -2.632 -3.821
48 H 3.965 -1.013 -4.511
49 H 4.184 1.104 -3.180
50 H 2.616 1.538 -1.374
51 C -3.134 1.276 2.389
52 As -1.672 1.956 1.302
53 C -1.020 3.472 2.323
54 C -2.705 2.823 -0.109
55 C -3.174 4.127 0.006
56 C -3.931 4.689 -1.012
57 C -4.235 3.949 -2.145
58 C -3.781 2.644 -2.262
59 C -3.010 2.082 -1.252
60 As -2.328 0.262 -1.333
61 C -2.122 -0.104 -3.238
62 C -3.988 -0.715 -1.019
63 H -3.926 2.030 2.399
64 H -2.783 1.082 3.402
65 H -3.528 0.353 1.957
66 H -1.846 3.890 2.907
67 H -0.627 4.241 1.657
68 H -0.249 3.124 3.009
69 H -2.959 4.718 0.890
70 H -4.291 5.704 -0.918
71 H -4.831 4.386 -2.933
72 H -4.030 2.074 -3.150
73 H -3.090 -0.033 -3.739
74 H -1.749 -1.125 -3.350
75 H -1.416 0.578 -3.715
76 H -4.771 -0.192 -1.572
77 H -4.238 -0.733 0.040
78 H -3.893 -1.740 -1.380
79 O -0.081 -0.169 5.721
80 C 0.037 -1.382 5.174
81 C 0.276 -2.462 6.033
82 C 0.443 -3.727 5.521
83 C 0.386 -3.959 4.142
84 C 0.138 -2.906 3.295
85 C -0.058 -1.607 3.789
86 C -0.280 -0.471 2.888
87 O -0.295 0.706 3.290
88 O -0.432 -0.741 1.623
89 H -0.154 0.489 5.002
90 H 0.335 -2.267 7.092
91 H 0.632 -4.548 6.196
92 H 0.525 -4.956 3.752
93 H 0.111 -3.061 2.225

Summary:
spin multiplicity: 3
calculated total energy: -209555.197 eV
E_HOMO (alpha / beta): -0.47814 / -0.47835 hartree
relative energy (zero: lowest compared OMol25 entry of this formula, charge and spin): 3.6 kcal per mole
charge: +2
expectation value of S²: 2.025
gap between HOMO and LUMO (alpha / beta): 0.237 / 0.232 Eh

***

# 4
ORCA calculation (wB97M-V/def2-TZVPD) on C38H39AsCsF5N4O7S2 as an isolated structure.

Atoms and positions in Å:
1 Cs -0.298 -2.256 1.988
2 O -1.864 0.254 1.931
3 C -1.656 1.174 2.979
4 C -0.530 0.804 3.975
5 N 0.689 0.356 3.318
6 C 1.674 -0.232 4.234
7 C 1.145 -1.514 4.971
8 O 0.891 -1.420 6.180
9 O 1.036 -2.528 4.237
10 C 1.306 1.257 2.355
11 C 1.792 0.479 1.082
12 O 2.878 0.777 0.558
13 O 0.980 -0.399 0.700
14 H -1.040 0.217 1.404
15 H -2.603 1.233 3.521
16 H -1.469 2.172 2.556
17 H -0.863 -0.010 4.629
18 H -0.356 1.686 4.623
19 H 1.987 0.490 5.007
20 H 2.546 -0.519 3.640
21 H 2.156 1.811 2.778
22 H 0.577 1.989 1.998
23 C -4.911 4.759 -2.116
24 C -3.851 5.641 -1.953
25 C -2.645 5.186 -1.445
26 C -2.483 3.848 -1.092
27 C -3.551 2.973 -1.258
28 C -4.760 3.427 -1.769
29 As -0.834 3.083 -0.370
30 C -0.339 4.604 0.783
31 C 0.962 5.083 0.881
32 C 1.293 6.050 1.819
33 C 0.329 6.556 2.675
34 C -0.972 6.080 2.593
35 C -1.298 5.108 1.661
36 C 0.381 3.413 -1.859
37 C 0.008 3.972 -3.074
38 C 0.927 4.090 -4.106
39 C 2.229 3.649 -3.936
40 C 2.602 3.065 -2.735
41 C 1.680 2.936 -1.705
42 H -5.853 5.114 -2.517
43 H -3.965 6.685 -2.223
44 H -1.816 5.874 -1.311
45 H -3.428 1.929 -0.995
46 H -5.582 2.733 -1.897
47 H 1.730 4.702 0.219
48 H 2.315 6.406 1.880
49 H 0.588 7.310 3.408
50 H -1.735 6.462 3.261
51 H -2.317 4.738 1.615
52 H -1.012 4.298 -3.231
53 H 0.616 4.518 -5.053
54 H 2.946 3.741 -4.744
55 H 3.603 2.675 -2.593
56 H 1.989 2.408 -0.810
57 O -0.855 0.703 -1.988
58 S -0.464 -0.734 -2.044
59 C 1.266 -0.744 -2.555
60 C 1.244 -0.439 -4.045
61 C 0.183 -1.383 -4.611
62 C -1.037 -1.285 -3.688
63 H 1.642 -1.750 -2.351
64 H 1.790 -0.041 -1.910
65 H 2.224 -0.574 -4.506
66 H 0.943 0.603 -4.191
67 H 0.562 -2.408 -4.592
68 H -0.084 -1.145 -5.644
69 H -1.570 -2.226 -3.562
70 H -1.726 -0.494 -3.981
71 F -2.954 -9.386 -3.663
72 C -2.621 -8.179 -3.147
73 C -1.383 -7.981 -2.552
74 F -0.511 -9.010 -2.503
75 C -1.048 -6.749 -2.028
76 F 0.172 -6.630 -1.490
77 C -1.917 -5.641 -2.063
78 S -1.480 -4.096 -1.425
79 C -3.155 -5.889 -2.679
80 F -4.065 -4.902 -2.789
81 C -3.506 -7.115 -3.206
82 F -4.712 -7.291 -3.791
83 C 4.111 -3.767 3.872
84 N 3.157 -4.490 3.068
85 C 2.332 -5.524 3.643
86 C 1.144 -5.578 2.662
87 O 0.222 -6.355 2.756
88 N 1.336 -4.595 1.724
89 C 2.444 -3.944 2.047
90 N 2.874 -2.856 1.359
91 H 4.795 -4.475 4.345
92 H 3.612 -3.175 4.645
93 H 4.715 -3.111 3.245
94 H 1.958 -5.234 4.629
95 H 2.850 -6.484 3.697
96 H 2.197 -2.340 0.796
97 H 3.489 -2.226 1.849

Summary:
calculated total energy: -156979.550 eV
E_HOMO: -0.07479 hartree
relative energy (zero: lowest compared OMol25 entry of this formula, charge and spin): 20.6 kcal per mole
charge: -2
gap between HOMO and LUMO: 0.211 Eh

***

# 5
ORCA calculation (wB97M-V/def2-TZVPD) on C38H39BrCuN6O5Si2 as an isolated structure.

Atoms and positions in Å:
1 Cu 0.017 -0.670 -0.896
2 C -0.084 -3.936 2.473
3 Si 1.362 -3.441 1.371
4 C 2.280 -1.999 2.149
5 C 2.496 -4.958 1.123
6 C 3.269 -5.788 1.937
7 C 3.965 -6.853 1.384
8 C 3.897 -7.099 0.013
9 C 3.134 -6.281 -0.807
10 C 2.428 -5.205 -0.265
11 Si 1.291 -3.820 -0.942
12 C 2.227 -2.719 -2.141
13 C -0.267 -4.530 -1.696
14 H 0.286 -4.442 3.370
15 H -0.768 -4.604 1.947
16 H -0.648 -3.053 2.776
17 H 3.057 -2.368 2.824
18 H 1.596 -1.373 2.725
19 H 2.738 -1.368 1.384
20 H 3.333 -5.608 3.007
21 H 4.568 -7.498 2.015
22 H 4.446 -7.934 -0.409
23 H 3.094 -6.484 -1.874
24 H 3.055 -3.267 -2.598
25 H 2.623 -1.837 -1.632
26 H 1.547 -2.369 -2.920
27 H -0.017 -5.196 -2.527
28 H -0.889 -3.712 -2.063
29 H -0.837 -5.089 -0.952
30 C -3.725 3.767 4.655
31 O -2.349 3.520 4.569
32 C -1.655 4.243 3.600
33 C -0.323 3.892 3.404
34 C 0.446 4.515 2.438
35 C -0.084 5.550 1.618
36 C -1.423 5.909 1.882
37 C -2.199 5.268 2.837
38 N 0.607 6.266 0.679
39 N 1.689 5.748 0.085
40 C 1.713 4.371 -0.161
41 C 2.891 3.665 -0.009
42 C 2.968 2.266 -0.133
43 C 1.860 1.483 -0.425
44 O 1.861 0.168 -0.383
45 C 0.652 2.210 -0.732
46 N -0.425 1.462 -1.104
47 C -1.534 2.055 -1.469
48 C -1.669 3.456 -1.486
49 C -0.624 4.226 -1.055
50 C 0.581 3.622 -0.631
51 H -4.122 3.076 5.397
52 H -4.229 3.596 3.696
53 H -3.938 4.794 4.975
54 H 0.107 3.121 4.037
55 H 1.479 4.219 2.313
56 H -1.853 6.706 1.286
57 H -3.228 5.577 2.966
58 H 3.771 4.223 0.295
59 H 3.906 1.757 0.067
60 H -2.347 1.408 -1.786
61 H -2.593 3.902 -1.830
62 H -0.693 5.306 -1.031
63 C -4.673 -1.626 0.791
64 N -3.405 -1.035 1.182
65 C -3.372 0.150 1.841
66 C -2.216 0.753 2.168
67 C -1.018 0.124 1.689
68 N -1.038 -1.015 1.005
69 C -2.210 -1.698 0.815
70 O -2.271 -2.820 0.350
71 N 0.170 0.695 1.925
72 H -5.398 -1.512 1.598
73 H -4.502 -2.680 0.593
74 H -5.056 -1.157 -0.117
75 H -4.337 0.574 2.093
76 H -2.183 1.690 2.704
77 H 0.174 1.675 2.171
78 H 0.940 0.367 1.334
79 Br -2.301 -0.402 -6.605
80 C -0.703 0.224 -5.769
81 C 0.172 0.915 -6.598
82 C 1.374 1.382 -6.095
83 C 1.707 1.128 -4.772
84 C 0.833 0.416 -3.969
85 C -0.404 -0.035 -4.436
86 C -1.351 -0.725 -3.444
87 O -2.556 -0.501 -3.558
88 O -0.778 -1.458 -2.579
89 H -0.099 1.084 -7.632
90 H 2.045 1.940 -6.737
91 H 2.640 1.487 -4.355
92 H 1.098 0.212 -2.938

Summary:
spin multiplicity: 2
calculated total energy: -189657.819 eV
E_HOMO (alpha / beta): -0.00983 / -0.04339 hartree
relative energy (zero: lowest compared OMol25 entry of this formula, charge and spin): 0.0 kcal per mole
charge: -2
expectation value of S²: 0.773
gap between HOMO and LUMO (alpha / beta): 0.157 / 0.190 Eh

***

Q: Which value of calculated total energy does entry 2 give?
A: -81822.667 eV

***

Q: The highest charge belongs to which entry?
A: C38H38N2P2SSiTa

***

Q: Among the records above, which one has the highest charge?
A: C38H38N2P2SSiTa